The following is a DFT calculation (the ωB97M-V functional and the def2-TZVPD basis) of a 2-piece molecular cluster, C32H27FN2O4S2 overall.

Geometry as XYZ:
```
68
C32H27FN2O4S2 | the Open Molecules 2025 dataset | the ωB97M-V functional and the def2-TZVPD basis
H -5.343 2.620 -1.564
H -5.468 1.235 -0.054
H 3.163 -2.871 0.210
C -4.310 2.880 -1.781
H -4.670 0.857 1.503
H 2.396 2.849 -5.534
H 4.570 -5.749 3.109
S 2.086 -0.808 1.883
C 1.447 2.413 -5.215
H 4.314 -5.004 0.724
C 0.570 1.498 -3.069
H 3.963 3.459 -4.292
C -3.932 3.920 -2.643
H 1.216 1.531 -5.829
H 4.958 3.306 -0.069
C -1.182 1.480 -0.531
O -1.105 -1.888 -0.399
H 0.634 3.141 -5.368
H -1.986 0.340 1.219
C -1.922 2.396 -1.401
C 2.674 2.326 -2.996
H -2.304 5.056 -3.486
H 5.533 4.011 -2.377
H 0.645 0.691 0.280
C -4.636 0.710 0.413
C -1.790 -2.814 1.967
C 3.920 -4.403 1.547
F -0.371 -0.307 2.543
C -2.695 -4.376 3.593
H -4.964 -1.935 2.860
C -2.150 0.908 0.312
C 4.049 -4.816 2.877
S -0.471 -2.303 0.842
H -3.131 -1.265 1.317
C 2.348 1.922 -1.680
C 4.311 3.031 -0.898
C -1.573 3.472 -2.202
H -2.589 -5.284 4.186
C 3.158 2.287 -0.621
C 2.776 -2.407 2.274
H -4.701 4.500 -3.154
C 3.277 -3.201 1.244
C -3.001 -2.116 1.987
C -4.041 -2.517 2.835
C 2.859 -2.829 3.606
C 0.180 1.172 -0.581
H 3.575 -4.354 4.946
N 1.573 2.037 -3.818
C -1.627 -3.930 2.804
H -4.715 -0.365 0.190
H -0.527 3.739 -2.302
C 0.970 1.437 -1.711
H 2.872 1.983 0.381
N -3.395 1.234 -0.125
H 2.416 -2.211 4.388
C 3.502 -4.034 3.904
C -2.577 4.223 -2.834
H -0.670 -4.448 2.813
O 2.225 0.005 3.071
C 0.327 -0.834 1.504
H -4.728 -4.009 4.242
C 3.781 3.117 -3.276
C 4.626 3.437 -2.201
H -0.379 1.198 -3.507
O 0.466 -3.412 0.845
O 2.766 -0.421 0.653
C -3.898 -3.666 3.621
C -3.298 2.155 -1.174
```

Kohn-Sham gap: 5.602 eV
2S+1: 1
ΔE to the lowest compared entry with this formula, charge and spin: 0.00 kcal/mol